1.
The following is a DFT calculation (ωB97M-V/def2-TZVPD) of a structure of composition C48H56N3P2SSbV.

Output
energy: -116779.392 eV
spin multiplicity: 2
net charge: +2
⟨S²⟩: 1.084

Each line ends with the Löwdin spin population.
Positions of all 112 atoms, in Å:
V  -0.0476  -0.0876  0.8448  0.954
C  -0.8441  -2.2222  -1.6896  0.008
N  0.5924  -2.3621  -1.7859  0.001
C  1.3437  -1.1608  -1.4915  0.007
P  1.9014  -1.4685  0.2843  0.003
C  3.0800  -2.8269  -0.0155  -0.001
C  2.7861  -4.1441  0.3090  0.000
C  3.6379  -5.1578  -0.1077  0.000
C  4.7727  -4.8560  -0.8415  0.000
C  5.0877  -3.5321  -1.1275  0.000
C  4.2466  -2.5153  -0.7167  -0.001
C  2.9794  -0.1106  0.8519  0.002
C  3.9688  -0.3901  1.7982  0.001
C  4.6502  0.6411  2.4236  0.001
C  4.3559  1.9625  2.1085  0.002
C  3.3888  2.2517  1.1599  0.001
C  2.6862  1.2216  0.5459  0.004
C  1.1185  -3.3728  -2.6472  0.000
C  0.6885  -4.6872  -2.4650  0.000
C  1.1402  -5.6966  -3.2961  0.000
C  2.0424  -5.4135  -4.3120  0.000
C  2.4828  -4.1123  -4.4867  0.000
C  2.0238  -3.0928  -3.6635  0.000
P  -1.3247  -1.9092  0.0813  -0.001
C  -1.0211  -3.5160  0.8926  -0.003
C  -1.6996  -4.6369  0.4082  -0.001
C  -1.5683  -5.8585  1.0452  0.000
C  -0.7738  -5.9688  2.1802  0.000
C  -0.1115  -4.8574  2.6758  0.000
C  -0.2370  -3.6306  2.0367  0.000
C  -3.1540  -1.9379  0.0952  -0.004
C  -3.9475  -1.7365  -1.0303  -0.001
C  -5.3315  -1.8211  -0.9294  0.000
C  -5.9258  -2.0989  0.2908  -0.001
C  -5.1394  -2.2836  1.4232  0.000
C  -3.7618  -2.2013  1.3285  -0.001
H  -1.3174  -3.1429  -2.0231  0.001
H  -1.2136  -1.3931  -2.3114  0.000
H  0.6734  -0.2923  -1.5801  0.006
H  2.1980  -1.0184  -2.1470  0.000
H  1.8913  -4.3776  0.8720  0.000
H  3.4088  -6.1867  0.1362  0.000
H  5.4193  -5.6505  -1.1890  0.000
H  5.9904  -3.2967  -1.6757  0.000
H  4.4952  -1.4838  -0.9386  0.000
H  4.1992  -1.4211  2.0404  0.000
H  5.4058  0.4145  3.1640  0.000
H  4.8878  2.7678  2.5970  0.000
H  3.1866  3.2807  0.8942  0.000
H  1.9648  1.4602  -0.2361  0.001
H  0.0059  -4.9226  -1.6576  0.000
H  0.7915  -6.7111  -3.1527  0.000
H  2.4011  -6.2007  -4.9610  0.000
H  3.1741  -3.8805  -5.2862  0.000
H  2.3723  -2.0831  -3.8421  0.000
H  -2.3463  -4.5459  -0.4569  0.000
H  -2.0998  -6.7233  0.6705  0.000
H  -0.6872  -6.9187  2.6905  0.000
H  0.4955  -4.9387  3.5682  0.000
H  0.2599  -2.7591  2.4424  0.000
H  -3.4951  -1.5252  -1.9920  0.000
H  -5.9438  -1.6774  -1.8097  0.000
H  -7.0024  -2.1763  0.3617  0.000
H  -5.6035  -2.5046  2.3756  0.000
H  -3.1462  -2.3610  2.2078  0.000
N  -3.1065  0.5924  1.8852  -0.003
C  -2.1729  0.4286  2.8346  0.001
N  -0.9045  0.1055  2.6010  0.018
C  -0.1874  0.0168  3.8111  0.007
C  1.1487  -0.3426  3.9486  0.002
C  1.6927  -0.4229  5.2178  0.000
C  0.9309  -0.1329  6.3474  0.000
C  -0.3968  0.2374  6.2251  0.000
C  -0.9399  0.3010  4.9519  0.001
S  -2.5817  0.6916  4.4970  0.000
H  -2.9421  0.1105  1.0111  -0.002
H  -4.0666  0.6093  2.1971  0.000
H  1.7549  -0.5537  3.0763  0.001
H  2.7244  -0.7257  5.3363  0.000
H  1.3776  -0.2015  7.3293  0.000
H  -1.0006  0.4584  7.0948  0.000
C  0.6267  4.3403  2.1959  -0.001
C  0.3634  4.4364  0.6953  -0.006
C  -0.1605  5.8197  0.3281  -0.001
Sb  -0.9240  2.7776  0.0156  -0.004
C  -0.4876  2.9286  -2.1602  0.005
C  0.9527  2.4891  -2.4106  0.000
C  -0.6850  4.2958  -2.8090  0.001
C  -2.9941  3.5633  0.2602  0.001
C  -3.1334  4.1027  1.6794  0.000
C  -3.4100  4.5867  -0.7843  0.000
H  1.4108  5.0490  2.4760  0.000
H  0.9481  3.3439  2.5060  0.000
H  -0.2652  4.6016  2.7681  0.000
H  1.2926  4.2545  0.1460  0.000
H  -1.0239  6.0935  0.9323  0.000
H  -0.4314  5.9073  -0.7212  0.000
H  0.6161  6.5633  0.5258  0.000
H  -1.1793  2.2105  -2.6102  0.000
H  1.6583  3.1866  -1.9537  0.000
H  1.1521  2.4819  -3.4849  0.000
H  1.1667  1.4915  -2.0345  0.000
H  0.1231  4.9729  -2.5307  0.000
H  -1.6343  4.7610  -2.5668  0.000
H  -0.6443  4.1771  -3.8948  0.000
H  -3.6235  2.6817  0.1509  0.000
H  -2.5004  4.9730  1.8425  0.000
H  -2.8814  3.3543  2.4348  0.000
H  -4.1662  4.4163  1.8516  0.000
H  -2.7369  5.4425  -0.8053  0.000
H  -4.4052  4.9656  -0.5360  0.000
H  -3.4697  4.1434  -1.7775  0.000

Atomic forces in eV per Å
0.6 0.5 -0.5
0.1 0.0 0.1
0.0 0.1 0.1
-0.3 -0.3 0.3
0.9 0.3 -0.4
-0.4 0.1 0.1
-0.1 0.0 0.0
0.0 -0.1 0.0
0.0 0.0 0.0
0.1 0.0 0.0
0.0 0.0 0.0
0.0 0.0 -0.1
0.0 0.0 0.0
-0.1 -0.1 0.0
0.0 0.1 0.0
0.0 0.1 0.1
-0.1 -0.2 -0.2
0.0 -0.1 -0.1
0.0 0.0 0.0
0.0 0.0 -0.1
0.0 0.0 0.0
0.0 -0.1 0.0
0.0 0.1 0.0
-0.9 -0.7 -0.5
0.0 0.1 0.1
0.1 0.0 0.0
0.0 0.0 -0.1
0.0 0.0 0.0
0.0 0.0 0.1
-0.2 0.0 -0.1
0.1 -0.1 -0.1
0.1 0.1 0.0
0.0 0.0 0.0
0.0 0.0 0.0
0.0 0.0 0.1
-0.1 -0.2 -0.2
-0.1 0.0 0.0
0.0 0.0 0.0
0.1 0.1 -0.2
0.0 0.2 0.0
0.0 0.0 -0.1
0.0 0.0 0.0
0.0 0.0 0.0
0.0 0.0 0.0
0.0 0.0 0.0
0.0 0.0 0.0
0.0 0.0 0.0
0.0 0.0 0.0
0.0 0.0 0.0
0.1 0.0 0.1
0.0 0.0 0.0
0.0 0.0 0.0
0.0 0.0 0.0
0.0 0.0 0.0
0.0 0.0 0.0
0.0 -0.1 0.0
0.0 0.0 0.0
0.0 0.0 0.0
0.0 0.0 0.0
0.1 0.0 0.1
0.0 0.0 0.0
0.0 0.0 0.0
0.0 0.0 0.0
0.0 0.0 0.0
0.0 -0.1 0.0
0.2 0.1 0.3
-0.2 0.1 0.3
-0.5 0.1 1.0
0.1 0.1 0.5
-0.1 0.0 -0.2
0.0 0.0 0.0
0.0 0.0 0.0
-0.1 0.0 0.0
0.1 0.0 -0.2
0.1 0.0 -0.1
-0.1 0.2 -0.1
0.0 0.0 -0.1
0.0 0.0 0.1
0.0 0.0 0.0
0.0 0.0 0.0
0.0 0.0 0.0
0.1 0.0 0.0
-0.3 -0.3 0.1
0.0 0.0 -0.1
0.1 0.3 -0.8
-0.1 0.1 0.4
-0.2 0.0 0.0
-0.1 -0.1 0.0
0.5 -0.2 0.1
0.0 -0.1 0.0
0.0 0.0 0.0
0.0 0.0 0.1
0.0 0.0 0.0
0.0 0.0 0.0
-0.1 -0.1 0.0
0.0 0.0 0.0
0.0 0.0 0.0
0.0 0.0 0.0
0.0 0.0 0.0
0.0 0.0 0.0
0.0 0.0 0.0
0.0 0.0 -0.1
0.0 0.0 0.0
0.0 0.0 -0.1
0.0 0.0 0.0
0.0 -0.1 0.0
0.0 0.0 0.0
0.0 0.0 0.0
0.0 0.0 0.0
0.0 0.0 -0.1
0.0 0.0 0.0
0.0 0.1 0.0

---

2.
The following is a DFT calculation (ωB97M-V/def2-TZVPD) of a structure of composition C48H56N4O4ReS2Se.

Output
energy: -153983.526 eV
spin multiplicity: 4
⟨S²⟩: 3.774

Each line ends with the natural charge from an NBO analysis.
Positions of all 116 atoms, in Å:
Re  1.7953  0.4765  -0.8739  1.570
C  -5.3942  -4.3876  -0.2965  -0.604
C  -3.9098  -4.3622  0.0680  -0.084
C  -3.7583  -4.9014  1.4973  -0.595
C  -3.1644  -5.2922  -0.8980  -0.595
C  -3.3221  -2.9531  -0.0155  -0.020
C  -1.9836  -2.7391  0.2595  -0.223
C  -1.4521  -1.4601  0.1530  -0.376
Se  0.3808  -1.2233  0.6063  0.494
C  0.2344  0.1915  1.8951  -0.272
C  -0.1173  -0.1254  3.2028  -0.164
C  -0.2128  0.8715  4.1552  -0.045
C  0.0457  2.1833  3.7384  -0.149
C  0.3851  2.5379  2.4428  -0.053
C  0.5169  1.4937  1.5036  0.296
O  0.9350  1.7941  0.2487  -0.672
C  0.6138  4.0017  2.0472  -0.073
C  2.0750  4.2033  1.6178  -0.605
C  0.3386  4.9475  3.2180  -0.604
C  -0.3393  4.4036  0.9087  -0.603
C  -0.5520  0.5966  5.6180  -0.078
C  -0.9029  -0.8723  5.8515  -0.606
C  -1.7504  1.4536  6.0472  -0.596
C  0.6626  0.9508  6.4876  -0.594
C  -2.1778  -0.3010  -0.2469  0.422
O  -1.5786  0.7931  -0.4826  -0.806
C  -3.5923  -0.5177  -0.3822  -0.036
C  -4.0822  -1.8131  -0.3142  -0.236
C  -4.5554  0.6463  -0.6640  -0.095
C  -4.5388  0.9725  -2.1632  -0.601
C  -5.9929  0.2820  -0.2598  -0.602
C  -4.1853  1.9136  0.1209  -0.605
H  -5.7649  -5.4134  -0.2423  0.206
H  -5.5652  -4.0224  -1.3114  0.208
H  -5.9903  -3.7824  0.3893  0.209
H  -4.2117  -5.8919  1.5880  0.199
H  -4.2429  -4.2333  2.2120  0.210
H  -2.7070  -4.9869  1.7782  0.204
H  -3.5636  -6.3084  -0.8395  0.199
H  -2.0989  -5.3374  -0.6679  0.207
H  -3.2691  -4.9403  -1.9264  0.208
H  -1.3348  -3.5586  0.5504  0.210
H  -0.3328  -1.1577  3.4429  0.218
H  -0.0458  2.9729  4.4708  0.203
H  2.7524  3.9584  2.4411  0.197
H  2.2428  5.2483  1.3452  0.205
H  2.3275  3.5863  0.7578  0.230
H  1.0396  4.8006  4.0431  0.203
H  -0.6774  4.8322  3.6009  0.210
H  0.4500  5.9768  2.8733  0.213
H  -0.1937  3.8017  0.0168  0.236
H  -0.1755  5.4540  0.6540  0.198
H  -1.3784  4.2888  1.2253  0.213
H  -1.7494  -1.1869  5.2380  0.216
H  -1.1745  -1.0200  6.8982  0.210
H  -0.0586  -1.5288  5.6314  0.207
H  -2.6178  1.2487  5.4171  0.217
H  -1.5314  2.5196  5.9807  0.205
H  -2.0199  1.2351  7.0829  0.205
H  1.5326  0.3634  6.1859  0.207
H  0.4540  0.7402  7.5391  0.206
H  0.9210  2.0074  6.3990  0.206
H  -5.1410  -1.9502  -0.4825  0.205
H  -4.7282  0.0757  -2.7583  0.198
H  -3.5669  1.3810  -2.4462  0.216
H  -5.3043  1.7150  -2.4070  0.198
H  -6.4461  -0.4513  -0.9300  0.198
H  -6.6165  1.1775  -0.2962  0.206
H  -6.0269  -0.1172  0.7556  0.212
H  -3.2013  2.2828  -0.1487  0.249
H  -4.1792  1.7140  1.1962  0.203
H  -4.9374  2.6831  -0.0758  0.189
C  -1.3196  0.2667  -3.8656  -0.252
C  -1.0935  1.3994  -4.6236  -0.118
C  0.0033  2.2048  -4.3538  -0.245
C  0.8555  1.8616  -3.3220  0.220
N  0.5953  0.7713  -2.5630  -0.505
C  -0.4617  -0.0098  -2.8200  0.148
C  2.0952  2.5690  -2.9494  -0.027
C  2.5989  3.6566  -3.6534  -0.191
C  3.7963  4.2327  -3.2590  -0.213
C  4.4887  3.7211  -2.1676  -0.192
C  3.9819  2.6361  -1.4644  -0.214
C  2.7773  2.0472  -1.8443  -0.322
H  -2.1586  -0.3888  -4.0456  0.240
H  -1.7684  1.6609  -5.4285  0.223
H  0.2022  3.0878  -4.9422  0.224
H  -0.5916  -0.8812  -2.1963  0.246
H  2.0705  4.0576  -4.5090  0.207
H  4.1920  5.0788  -3.8050  0.215
H  5.4261  4.1710  -1.8654  0.214
H  4.5265  2.2560  -0.6078  0.213
N  6.8427  -3.4881  -6.1600  -0.789
C  5.8907  -3.3013  -5.1800  0.198
C  6.2532  -3.3261  -3.8271  -0.260
C  5.3088  -3.1113  -2.8476  -0.169
C  3.9876  -2.8523  -3.1991  -0.342
C  3.6154  -2.8215  -4.5359  -0.151
C  4.5615  -3.0431  -5.5192  -0.279
S  2.7768  -2.6174  -1.9598  2.330
O  1.5187  -2.3785  -2.6095  -0.943
O  2.9144  -3.6522  -0.9759  -0.935
N  3.1959  -1.1674  -1.2763  -0.938
C  3.6369  -1.1081  0.0231  0.254
S  4.4942  -2.1933  1.0270  0.485
C  4.3743  -1.0382  2.3196  -0.432
C  3.6732  0.0484  1.9483  -0.022
N  3.2626  0.0041  0.6301  -0.570
H  7.7103  -3.9185  -5.8925  0.386
H  6.5216  -3.7266  -7.0817  0.387
H  7.2837  -3.5168  -3.5535  0.213
H  5.6043  -3.1475  -1.8063  0.225
H  2.5859  -2.6183  -4.7952  0.244
H  4.2733  -3.0125  -6.5629  0.214
H  4.8001  -1.2478  3.2857  0.252
H  3.4083  0.8946  2.5631  0.245

Atomic forces in eV per Å
0.3 0.2 0.3
0.0 0.0 0.0
0.0 0.0 0.0
0.0 0.0 0.0
0.0 0.0 0.0
0.1 0.0 0.0
0.0 0.0 0.0
0.1 -0.2 0.0
-0.1 -0.1 0.1
0.1 -0.1 0.0
-0.1 0.0 -0.1
0.1 0.1 0.0
-0.1 0.0 0.0
0.0 0.0 0.0
0.0 0.3 -0.2
0.0 -0.1 0.3
0.0 -0.1 0.0
0.0 0.0 0.0
0.0 0.0 0.0
0.0 0.0 0.0
0.0 0.0 0.0
0.0 0.0 0.0
0.0 0.0 0.0
0.0 0.0 0.0
0.0 0.2 -0.1
0.0 0.0 0.0
-0.2 -0.1 0.0
0.0 0.1 0.1
0.0 -0.1 0.0
0.1 0.1 0.0
0.0 0.0 -0.1
0.0 0.0 0.1
0.0 0.0 0.0
0.0 0.0 0.0
0.0 0.0 0.0
0.0 0.0 0.0
0.0 0.0 0.0
0.0 0.0 0.0
0.0 0.0 0.0
0.0 0.0 0.0
0.0 0.0 0.0
0.0 0.0 0.0
0.0 0.0 0.0
0.0 0.0 0.0
0.0 0.0 0.0
0.0 0.0 0.0
0.0 0.0 0.0
0.0 0.0 0.0
0.0 0.0 0.0
0.0 0.0 0.0
0.0 -0.1 0.0
0.0 0.0 0.0
0.0 0.0 0.0
0.0 0.0 0.0
0.0 0.0 0.0
0.0 0.0 0.0
0.0 0.0 0.0
0.0 0.0 0.0
0.0 0.0 0.0
0.0 0.0 0.0
0.0 0.0 0.0
0.0 0.0 0.0
0.0 0.0 0.0
0.0 0.0 0.0
0.0 0.0 0.0
0.0 0.0 0.0
0.0 0.0 0.0
0.0 0.0 0.0
0.0 0.0 0.0
0.0 0.0 -0.1
0.0 0.0 0.0
0.0 0.0 0.0
0.0 -0.1 0.1
0.0 0.1 0.0
0.0 0.0 0.0
0.1 0.0 0.1
-0.1 -0.1 0.0
0.0 0.1 -0.1
-0.1 0.0 -0.1
0.0 0.0 0.0
0.0 0.0 0.0
0.0 0.0 0.0
0.0 0.1 0.0
0.2 -0.3 0.0
0.0 0.0 0.0
0.0 0.0 0.0
0.0 0.0 0.0
0.0 0.0 0.0
0.0 0.0 0.0
0.0 0.0 0.0
0.0 0.0 0.0
0.0 0.0 0.0
0.0 0.1 0.0
0.0 0.0 0.0
0.0 0.0 0.0
0.0 0.0 0.0
0.0 -0.1 -0.2
0.1 0.1 0.0
0.0 0.0 0.0
0.2 0.4 -0.2
-0.1 -0.1 0.0
0.0 -0.1 0.1
-0.3 0.0 0.5
0.0 -0.3 -0.7
0.1 0.0 0.1
0.0 0.0 0.1
-0.1 0.0 -0.1
-0.1 0.2 0.0
0.0 0.0 0.0
0.0 0.0 0.0
0.0 0.0 0.0
0.0 0.0 0.0
0.0 0.0 0.0
0.0 0.0 0.0
0.0 0.0 0.0
0.0 0.0 0.0